Record 1
Computed, not measured: a structure of composition C20H38BrGeIrN2O, with ωB97M-V with the def2-TZVPD basis set.

Geometry (Å):
Ir  -0.297786  -0.297728  -0.036972
C  3.744198  -1.072729  6.095788
C  4.642665  -1.179447  4.856075
C  5.889646  -0.327877  5.096466
C  5.086003  -2.638334  4.678404
C  3.863935  -0.727780  3.620692
C  2.699653  -1.389561  3.258677
C  1.995395  -0.961889  2.154417
Br  0.390588  -1.906300  1.689412
C  2.366153  0.102412  1.323016
O  1.634895  0.484392  0.298179
C  3.568966  0.766958  1.684221
C  4.258216  0.339960  2.814085
C  4.069913  1.953802  0.853581
C  4.484305  1.481731  -0.551042
C  2.968897  3.020836  0.753182
C  5.296637  2.620744  1.480222
H  4.286245  -1.397019  6.987406
H  2.853747  -1.695532  5.999958
H  3.417622  -0.042228  6.246816
H  6.408498  -0.688448  5.986555
H  5.635701  0.721041  5.260800
H  6.586381  -0.387231  4.258038
H  5.639749  -2.977722  5.557092
H  5.731500  -2.740524  3.804005
H  4.231357  -3.302918  4.543770
H  2.324942  -2.226285  3.835566
H  5.160530  0.867359  3.080675
H  3.659790  0.975182  -1.046719
H  5.329200  0.792546  -0.485905
H  4.789001  2.335701  -1.162610
H  2.066524  2.615120  0.299612
H  3.321928  3.865297  0.155237
H  2.711829  3.393465  1.747020
H  6.140627  1.932758  1.559743
H  5.079310  3.020389  2.472845
H  5.607461  3.454874  0.847952
N  1.210260  -1.028068  -1.854710
C  0.871810  -0.164152  -2.979115
C  0.498862  1.216244  -2.456305
N  -0.647264  1.111366  -1.515492
H  2.123101  -0.832708  -1.462751
H  1.140581  -2.010742  -2.078012
H  0.014729  -0.603126  -3.494787
H  1.669191  -0.054089  -3.722971
H  0.282171  1.906114  -3.273367
H  1.332046  1.607484  -1.875170
H  -1.497294  0.860864  -2.013410
H  -0.824045  2.001722  -1.060476
C  -5.016576  -1.423822  0.679645
Ge  -3.275375  -1.220030  1.568180
C  -3.498086  -0.113124  3.169959
C  -2.666662  -3.004349  2.109870
C  -2.108455  -0.297561  0.305450
H  -5.734819  -1.896823  1.350978
H  -4.926800  -2.040567  -0.215704
H  -5.414435  -0.451658  0.385456
H  -4.188050  -0.578068  3.875939
H  -3.886682  0.869881  2.902233
H  -2.534192  0.023891  3.661015
H  -3.527282  -3.574186  2.464816
H  -1.939299  -2.953739  2.919205
H  -2.223791  -3.546235  1.273615
H  -2.748802  0.431239  -0.234755

Forces on the atoms, in the same order (eV/Å):
Ir -0.209 -0.420 -0.585
C 0.001 0.002 0.008
C -0.006 -0.006 -0.001
C -0.005 -0.001 -0.007
C 0.000 0.004 -0.003
C 0.001 -0.014 0.002
C 0.014 0.030 0.018
C 0.054 -0.044 -0.028
Br 0.052 0.044 0.054
C -0.183 0.173 0.052
O 0.588 0.073 0.097
C 0.025 0.032 0.061
C 0.038 -0.055 -0.072
C -0.014 0.017 0.006
C -0.051 0.004 0.118
C -0.020 0.068 -0.061
C 0.006 0.023 0.006
H -0.001 -0.001 0.003
H 0.000 0.000 0.000
H -0.001 -0.001 0.000
H 0.001 0.000 0.002
H 0.000 0.002 -0.001
H 0.000 0.000 -0.001
H 0.000 -0.001 0.001
H 0.000 -0.001 0.001
H 0.000 0.002 0.001
H 0.006 -0.003 -0.001
H -0.011 -0.001 0.010
H -0.079 -0.033 -0.065
H -0.023 -0.014 -0.008
H -0.019 -0.016 0.014
H 0.072 0.048 0.044
H 0.025 0.017 0.009
H 0.008 0.002 0.005
H 0.011 0.019 -0.015
H -0.002 -0.019 0.003
H 0.002 0.000 0.000
N -0.109 -0.223 0.200
C -0.180 0.144 -0.050
C -0.013 -0.038 0.256
N 0.107 0.055 -0.232
H 0.039 0.099 0.007
H 0.003 -0.007 -0.070
H -0.017 -0.005 0.006
H 0.025 -0.039 0.101
H -0.053 -0.033 -0.042
H 0.051 0.076 -0.007
H -0.034 -0.008 0.023
H 0.053 0.043 -0.009
C -0.018 -0.018 0.054
Ge 0.060 0.014 -0.066
C -0.017 -0.022 0.014
C -0.078 -0.031 0.045
C -0.138 0.022 0.091
H -0.021 -0.002 -0.012
H 0.018 -0.002 0.011
H 0.004 0.008 0.003
H 0.003 0.006 0.000
H -0.001 0.003 0.002
H 0.002 0.000 -0.001
H 0.005 -0.022 -0.005
H -0.043 -0.006 0.005
H 0.005 0.003 -0.027
H 0.065 0.054 0.036

Computed properties:
spin multiplicity	1
total charge	0
energy	-155781.1879	eV

---

Record 2
Computed, not measured: a cluster of 8 separate species, C20H38Cl12N2 in total, with ωB97M-V with the def2-TZVPD basis set.

Geometry (Å):
C  -10.766905  -15.835706  24.717336
C  -10.505162  -14.487918  24.085935
C  -9.096491  -13.998716  24.366945
C  -8.820776  -13.862617  25.842100
N  -8.644232  -13.817114  26.986457
H  -10.056532  -16.636837  24.513206
H  -11.792677  -16.187426  24.606991
H  -10.730342  -15.805042  25.806295
H  -11.149410  -13.718838  24.512027
H  -10.592779  -14.628327  23.008568
H  -8.898290  -13.037903  23.891930
H  -8.439142  -14.695670  23.847085
C  -5.198528  -13.097984  24.504783
C  -6.036224  -12.004410  23.882118
C  -5.157528  -10.796372  23.332302
C  -5.805068  -9.942671  22.264874
N  -6.275426  -9.348799  21.341493
H  -4.717616  -13.658548  23.703158
H  -5.742977  -13.848667  25.077618
H  -4.454740  -12.687527  25.187716
H  -6.704192  -11.585096  24.634498
H  -6.612410  -12.377110  23.035235
H  -4.248965  -11.183461  22.871009
H  -4.922348  -10.088865  24.127415
Cl  -15.670567  -16.856493  22.445222
C  -14.996600  -15.325977  23.104058
C  -14.978872  -15.099544  24.582389
Cl  -14.105745  -13.543367  24.792232
H  -15.611295  -14.587081  22.589972
H  -14.030983  -15.075587  22.664752
H  -14.405970  -15.844825  25.134142
H  -15.962305  -15.113065  25.052246
Cl  -6.730639  -14.231442  31.549484
C  -6.868897  -13.693124  29.848600
C  -6.786269  -12.110426  29.913159
Cl  -5.199527  -11.539926  30.508616
H  -7.764503  -14.164405  29.443791
H  -5.983055  -14.123201  29.381262
H  -7.629371  -11.809648  30.535091
H  -6.796579  -11.831504  28.859495
Cl  -11.790155  -15.925708  31.075716
C  -11.396415  -14.647515  29.955826
C  -11.613524  -15.195168  28.534022
Cl  -13.266719  -15.617864  28.155029
H  -10.350627  -14.352825  30.042946
H  -12.110916  -13.838793  30.109296
H  -11.061089  -16.134770  28.525708
H  -11.386662  -14.466859  27.755447
Cl  -11.282317  -12.867072  20.768045
C  -12.743289  -12.790513  19.692571
C  -13.721213  -11.660715  19.939076
Cl  -12.896024  -10.143366  19.572103
H  -13.305764  -13.667035  20.014219
H  -12.346733  -13.004809  18.700145
H  -14.207920  -11.630180  20.913896
H  -14.571779  -11.675553  19.257582
Cl  -10.209723  -10.343121  25.377574
C  -11.804449  -10.716312  24.613494
C  -12.606954  -9.400900  24.283086
Cl  -14.100904  -9.709718  23.417335
H  -12.354058  -11.424440  25.233649
H  -11.566763  -11.239977  23.687541
H  -12.082976  -8.739249  23.593334
H  -12.830378  -8.860098  25.202721
Cl  -8.199966  -17.929621  28.870218
C  -8.107035  -17.780261  27.103338
C  -6.849862  -17.111673  26.573295
Cl  -6.723396  -17.187939  24.809091
H  -9.010654  -17.272219  26.766480
H  -8.209254  -18.802084  26.737930
H  -6.105292  -17.822610  26.931473
H  -6.526191  -16.103550  26.832183

Forces on the atoms, in the same order (eV/Å):
C -0.540 -0.479 1.503
C 0.167 -0.250 0.435
C 0.526 0.148 0.233
C 0.191 -0.486 -0.233
N -0.014 0.072 -0.991
H -0.003 0.107 -0.760
H 0.039 -0.067 -0.714
H 0.230 0.508 0.361
H -0.604 -0.244 -0.518
H -0.271 0.629 -0.005
H -0.162 0.201 0.191
H 0.592 -0.117 0.703
C 0.417 -0.273 -0.260
C 0.152 1.374 -0.384
C -0.997 0.092 -0.506
C -1.703 1.256 -3.205
N 1.946 -2.409 4.056
H 0.399 0.029 0.142
H -0.458 0.166 -0.043
H 0.206 0.021 -0.117
H -0.307 0.014 -0.166
H -0.149 -0.085 0.167
H 0.136 0.062 0.177
H 0.322 -0.273 0.148
Cl 0.468 0.079 0.665
C -0.441 0.843 -1.692
C 0.226 -0.772 0.537
Cl -0.411 -0.026 0.271
H -0.312 0.188 0.505
H 0.328 -0.853 0.170
H 0.178 -0.018 -0.237
H -0.001 0.568 -0.201
Cl -0.164 0.086 -0.586
C 0.407 -0.849 1.288
C 0.868 -0.518 0.064
Cl -1.263 -0.448 -0.223
H -0.096 0.569 -0.183
H 0.190 0.347 -0.270
H 0.345 0.563 -0.206
H -0.451 0.145 -0.075
Cl 0.120 -0.419 0.837
C -0.973 0.150 -1.537
C 0.584 0.096 0.474
Cl -1.021 -0.215 0.129
H -0.143 0.117 0.190
H 0.407 0.212 0.258
H 0.309 0.215 -0.681
H 0.741 -0.161 0.251
Cl -0.392 0.480 -0.065
C -0.729 -1.551 1.070
C 0.370 0.501 -0.807
Cl 0.058 0.782 0.219
H 0.111 -0.341 -0.251
H -0.399 0.756 -0.035
H 0.743 -0.091 0.308
H 0.240 -0.516 -0.338
Cl -0.492 -0.036 -0.032
C -0.461 0.698 -1.027
C 1.158 -0.438 0.523
Cl -0.636 -0.561 -0.027
H 0.017 0.413 0.253
H -0.022 0.128 -0.054
H 0.510 -0.226 0.387
H -0.040 -0.070 -0.096
Cl 0.307 0.413 0.189
C -1.311 0.572 -0.852
C 1.115 -1.480 0.625
Cl -0.400 0.005 -0.368
H 0.003 0.174 0.182
H 0.439 0.131 -0.171
H 0.617 0.446 -0.053
H -0.815 -0.083 0.464

Computed properties:
spin multiplicity	2
total charge	+1
<S²>	0.7540
energy	-174594.8074	eV

---

Record 3
Computed, not measured: a cluster of 2 separate species, C20H38Cl4N3 in total, with ωB97M-V with the def2-TZVPD basis set.

Geometry (Å):
C  5.552892  0.981975  1.851584
C  5.069596  0.972861  0.604353
C  3.735047  0.281000  0.183973
C  3.966610  -1.229944  0.300241
C  2.721118  -2.106041  0.478664
C  1.594835  -1.819666  -0.511273
C  0.387836  -2.754900  -0.305248
C  -0.966870  -2.073647  -0.572554
C  -1.836437  -2.005872  0.684664
C  -3.254906  -1.452135  0.473609
C  -3.356373  -0.390064  -0.626905
C  -4.670377  0.416177  -0.596828
C  -4.427512  1.890260  -0.267125
C  -3.890080  2.116035  1.163969
C  -2.570858  2.888571  1.218451
C  -2.672024  4.311905  0.632504
C  -1.824532  4.525833  -0.625839
C  2.673253  0.976992  1.019043
N  2.519591  2.276685  0.273526
C  2.869107  2.014287  -1.029116
N  2.618065  2.851785  -2.026704
N  3.475673  0.827591  -1.172593
H  5.986201  1.864619  2.308227
H  5.496425  0.099867  2.487904
H  5.638990  1.415961  -0.212585
H  4.681099  -1.413263  1.098326
H  4.458159  -1.557713  -0.621794
H  2.355944  -2.092407  1.508462
H  3.027409  -3.140858  0.299081
H  1.956672  -1.944240  -1.539255
H  1.212559  -0.800344  -0.416964
H  0.412462  -3.140927  0.717562
H  0.487110  -3.627546  -0.951111
H  -1.522394  -2.600880  -1.350950
H  -0.790588  -1.053127  -0.918811
H  -1.329582  -1.353858  1.408955
H  -1.880736  -2.988187  1.160435
H  -3.941512  -2.275841  0.259185
H  -3.592604  -0.994224  1.405313
H  -2.522343  0.307465  -0.480289
H  -3.199048  -0.857939  -1.599562
H  -5.370343  -0.033547  0.111340
H  -5.129158  0.364348  -1.586383
H  -5.366818  2.431161  -0.391211
H  -3.715151  2.286423  -0.995302
H  -4.625252  2.680230  1.741959
H  -3.761630  1.157437  1.670550
H  -2.283383  2.968129  2.270389
H  -1.773272  2.335996  0.710278
H  -2.364935  5.045641  1.378652
H  -3.714870  4.536649  0.399661
H  -2.193920  5.371171  -1.208496
H  -1.838044  3.648455  -1.274563
H  -0.788559  4.758164  -0.367448
H  1.681747  0.530655  0.981215
H  2.936058  1.183397  2.049000
H  3.071231  3.037412  0.665431
H  2.467775  2.509747  -2.961460
H  2.586015  3.847914  -1.883275
H  3.212954  0.208834  -1.931200
C  0.462357  -7.249831  -1.020180
Cl  0.297923  -8.821967  -0.249590
Cl  1.794057  -6.357169  -0.261764
Cl  0.803560  -7.455881  -2.737988
Cl  -1.036216  -6.329617  -0.822136

Forces on the atoms, in the same order (eV/Å):
C -0.148 -0.249 0.006
C 0.124 -0.125 -0.234
C 2.356 -0.553 1.068
C -0.988 -0.332 -0.620
C 0.140 -0.196 -0.335
C -0.371 -0.271 0.165
C -0.009 0.018 -0.181
C -0.125 -0.298 0.280
C 0.054 0.403 0.173
C 0.058 -0.060 -0.178
C 0.109 0.026 0.464
C 0.320 -0.016 -0.422
C -0.194 -0.216 0.332
C 0.153 0.088 -0.262
C -0.113 0.272 0.355
C 0.104 -0.086 -0.220
C -0.089 0.216 0.015
C -0.703 0.638 -0.443
N 1.198 -0.038 -0.193
C -0.089 -0.050 0.059
N 0.057 -0.107 -0.054
N -1.611 -0.368 0.067
H 1.281 -0.367 -0.541
H -1.159 0.431 0.462
H -0.625 1.149 0.224
H -0.059 0.050 0.081
H 0.160 0.162 0.022
H -0.090 0.235 -0.022
H 0.056 -0.018 0.165
H 0.085 0.147 0.008
H 0.188 0.074 -0.028
H -0.041 0.039 0.024
H 0.094 -0.035 0.056
H 0.088 0.031 -0.103
H -0.090 -0.053 -0.212
H 0.086 -0.044 -0.017
H -0.034 -0.039 -0.060
H -0.056 0.057 -0.050
H -0.068 -0.168 0.065
H -0.009 0.030 -0.097
H -0.044 0.050 -0.040
H -0.036 0.063 0.013
H -0.166 -0.043 0.075
H 0.061 0.102 -0.117
H -0.073 0.067 -0.053
H -0.022 -0.080 0.059
H -0.024 0.001 0.025
H 0.129 -0.105 -0.023
H -0.040 -0.058 -0.021
H -0.070 0.017 0.031
H -0.019 -0.044 0.009
H 0.014 0.007 -0.006
H 0.008 -0.013 -0.004
H 0.056 -0.172 -0.001
H 0.128 -0.284 0.091
H 0.208 -0.174 -0.004
H -0.496 0.233 0.185
H 0.529 0.056 -0.119
H -0.571 -0.045 0.185
H 0.385 0.016 -0.118
C -0.018 0.021 -0.005
Cl 0.000 0.004 0.002
Cl 0.029 -0.007 0.019
Cl -0.002 0.008 0.000
Cl -0.005 0.002 0.001

Computed properties:
spin multiplicity	1
total charge	+1
energy	-75908.6742	eV

---

Question: Which of these has the highest energy?
Answer: C20H38Cl4N3

---

Question: What is the formula in the third record?
Answer: C20H38Cl4N3